1.
Entry from the OMol25 dataset: a molecular structure, CH6P2S (ωB97M-V/def2-TZVPD).

Results
* E_tot: -1122.52076 a.u.
* maximum force: 3.480 eV Å⁻¹
* energy relative to the best compared isomer or geometry (same formula, charge and spin): 101.5 kJ/mol

ORCA input file:
```
! RIJCOSX wB97M-V def2-TZVPD def2/J DEFGRID3
* xyz 0 1
H 2.98 1.07 -0.16
S 2.34 0.28 0.69
C -0.81 -1.27 -0.63
P 0.53 1.26 0.13
H 0.33 2.44 1.54
H -0.18 -0.73 -1.39
P -0.93 -0.18 0.84
H -1.82 -1.38 -1.13
H -0.38 -2.34 -0.38
H -2.06 0.85 0.48
*
```

=====

2.
Entry from the OMol25 dataset: a molecular structure, C26H38N11O7P2SY (ωB97M-V/def2-TZVPD).

Results
* E_tot: -3261.85701 a.u.
* maximum force: 1.180 eV Å⁻¹

ORCA input file:
```
! RIJCOSX wB97M-V def2-TZVPD def2/J DEFGRID3
* xyz 2 1
H -3.44 -4.54 2.12
C -1.53 2.08 -1.96
C 1.19 -3.87 -2.47
H 3.16 -4.11 -4.82
H 3.44 -0.32 4.76
C -3.08 4.39 3.28
H -4.27 -3.13 2.44
O -0.72 -1.54 -0.02
H 0.71 -0.73 -2.01
H 1.17 5.79 -1.55
C 0.77 4.09 -0.16
C 1.74 -2.89 -5.89
C 2.09 -0.36 3.19
C 2.93 -1.08 -3.63
N 2.83 -2.43 -3.68
Y -0.64 0.48 0.80
C -1.12 3.07 2.89
P -1.57 -2.78 0.21
C -2.27 -2.78 1.94
C -0.61 3.09 -1.47
H 0.79 4.49 4.18
H -3.84 -3.55 0.84
H 3.39 -1.77 3.83
C -1.41 -3.37 3.05
O -2.78 -3.00 -0.63
N -0.20 4.21 -2.11
H -2.28 2.81 -3.79
H 0.45 -3.08 -2.36
H 0.80 3.16 5.33
H 4.60 1.61 -0.23
S 1.39 -1.27 1.97
H -1.13 -4.40 2.81
N 1.44 0.56 -0.58
H 4.87 0.19 -2.28
O -1.59 -0.27 2.76
C 2.60 -3.28 -2.52
H 0.85 -3.32 -5.44
H 2.81 -2.71 -1.62
C 2.96 -3.06 -5.00
H 1.09 -4.55 -1.62
H -4.13 -0.50 0.75
C 1.02 3.44 4.29
H 3.33 -4.09 -2.55
N 1.75 0.94 3.43
C 2.51 1.19 -0.09
C -1.77 4.05 3.61
P -2.81 -1.07 2.40
N -2.25 2.09 -3.10
H -1.29 4.54 4.44
N -1.71 2.44 1.86
C -2.96 0.90 -3.17
N -0.04 2.99 -0.29
H 2.35 1.83 0.77
H -1.95 -3.37 4.00
H 2.16 1.40 4.23
N 0.62 1.47 2.88
C 2.81 -0.38 -2.29
O -0.62 -4.06 0.15
H 1.57 -1.83 -6.10
N 3.06 -0.83 3.98
N -3.57 -3.57 1.83
H -3.61 0.66 -3.99
H -0.50 -2.79 3.18
H 1.35 4.28 0.73
C -2.64 0.22 -2.04
C 3.92 0.28 -1.78
O -4.02 -1.23 3.23
N -1.76 0.97 -1.29
H -4.70 3.97 1.92
C 3.77 1.07 -0.65
H -3.61 5.14 3.85
H -3.39 2.26 0.69
H 0.29 -3.89 0.42
C 1.60 -0.22 -1.65
H 2.10 3.33 4.13
H 1.91 -3.40 -6.84
H -2.96 -0.77 -1.73
C 0.24 2.61 3.31
O 3.11 -0.37 -4.60
C -2.96 2.78 1.54
H -0.44 4.52 -3.03
O -3.19 -0.40 0.95
C 0.68 4.87 -1.28
C -3.68 3.74 2.22
H 3.84 -2.63 -5.49
H 0.97 -4.42 -3.37
*
```

=====

3.
Entry from the OMol25 dataset: a gas-phase ion, CH4NO2Si (charge -1) (ωB97M-V/def2-TZVPD).

Results
* E_tot: -535.29669 a.u.
* SMILES: N[SiH2]C(=O)[O-]
* maximum force: 2.783 eV Å⁻¹
* energy relative to the best compared isomer or geometry (same formula, charge and spin): 34.9 kJ/mol

ORCA input file:
```
! RIJCOSX wB97M-V def2-TZVPD def2/J DEFGRID3
* xyz -1 1
H -0.62 -1.15 -1.42
C 1.46 -0.07 0.08
H -0.50 1.55 0.08
H -0.56 -1.62 0.88
Si -0.33 -0.67 -0.14
O 2.34 -0.85 0.43
N -1.26 0.75 0.26
O 1.59 1.16 0.09
H -2.12 0.90 -0.25
*
```

=====

4.
Entry from the OMol25 dataset: C8H10O2 in the gas phase (ωB97M-V/def2-TZVPD).

Results
* E_tot: -461.25728 a.u.
* SMILES: COc1ccccc1OC
* maximum force: 2.656 eV Å⁻¹
* energy relative to the best compared isomer or geometry (same formula, charge and spin): 213.4 kJ/mol

ORCA input file:
```
! RIJCOSX wB97M-V def2-TZVPD def2/J DEFGRID3
* xyz 0 1
H -1.35 2.37 -0.09
C -2.63 0.58 -0.08
C -2.56 -0.80 -0.08
C -0.18 0.69 -0.03
H 1.25 -1.65 1.92
C 1.85 1.37 -0.91
C -1.41 1.30 -0.07
H -1.29 -2.51 -0.18
C -1.32 -1.42 -0.12
H -3.61 1.10 -0.12
H 2.46 0.36 -0.79
H 1.99 -0.14 1.31
C 1.78 -1.20 1.11
H -3.49 -1.43 0.00
O 0.97 1.47 0.20
H 2.57 2.26 -0.83
O 1.07 -1.36 -0.10
C -0.13 -0.67 -0.07
H 2.74 -1.76 0.85
H 1.30 1.43 -1.92
*
```

=====

5.
Entry from the OMol25 dataset: 7 unconnected molecules or ions with the total composition C42H102Cl2IN6P (ωB97M-V/def2-TZVPD).

Results
* E_tot: -3549.20261 a.u.
* SMILES: C[C@@H](I)CP[C@@H](Cl)[C@@H](C)Cl.CCN(CC)CC.CCN(CC)CC.CCN(CC)CC.CCN(CC)CC.CCN(CC)CC.CCN(CC)CC
* maximum force: 2.808 eV Å⁻¹

ORCA input file:
```
! RIJCOSX wB97M-V def2-TZVPD def2/J DEFGRID3
* xyz 0 1
H -2.13 0.74 -1.98
H 0.54 -1.94 1.62
H -5.05 5.47 -7.11
H 3.20 4.10 3.62
H 4.17 8.10 -0.84
C 2.66 -6.14 9.05
H 4.60 6.22 0.59
H -4.65 3.06 0.28
H -0.89 -2.24 -4.64
H 1.20 -6.43 6.60
C 4.34 8.29 0.23
C 2.15 -4.70 0.06
H -4.34 0.40 -3.32
C -3.95 -5.05 -3.71
H -3.61 3.78 -0.91
H 2.27 -5.39 5.64
C -8.29 4.96 -4.40
H 0.41 -3.87 -5.63
H 1.97 -5.67 -0.42
C -5.56 3.24 -1.64
N 4.37 7.14 2.45
H -6.35 7.10 -6.12
I 4.30 1.55 1.59
C -2.83 -4.38 -2.92
H -2.27 2.43 -2.30
H -4.41 5.24 -5.47
H 1.96 9.36 3.57
H 1.06 -4.10 -3.99
H 2.37 5.60 4.00
N -3.66 1.67 -0.92
H 2.80 -3.83 2.49
N -1.66 -3.91 -3.66
H -4.65 -5.53 -3.02
H -7.88 7.38 -5.35
C -1.87 -2.71 -4.46
C 6.51 -3.18 -0.23
C 6.85 -1.80 0.58
C -4.34 2.97 -0.77
C -2.56 -2.86 -5.81
H -6.21 3.55 -5.05
C 3.24 -2.44 6.42
H -6.92 3.90 -6.61
H 3.20 -4.74 0.36
H -4.12 2.09 -3.84
N 1.30 -4.61 1.25
H -3.34 -1.13 -1.35
H 3.70 9.13 0.52
C -4.99 4.77 -6.27
H 0.94 -3.42 -1.26
H -5.27 3.43 -2.68
H -4.97 0.74 0.42
H -7.90 7.39 -7.88
H 7.92 -2.04 3.06
C 4.02 7.03 1.04
H 4.17 9.19 2.78
N 1.98 -3.91 7.99
H -0.35 -6.73 0.68
H 7.75 2.12 2.71
Cl 8.70 -1.49 0.36
H -6.27 2.42 -1.63
H 5.74 1.35 3.94
H 3.61 -6.12 8.53
H -2.41 -1.96 -3.87
C 5.87 0.73 2.93
C 4.36 5.85 3.15
H 2.63 -4.20 9.95
C 1.55 -2.17 1.96
H 5.50 -2.63 -2.30
H 5.74 -0.96 4.49
C -2.87 1.53 -2.14
H -2.48 -5.09 -2.16
H 5.48 -3.59 0.19
H 6.69 -4.15 -2.30
H 4.78 5.98 4.16
C 2.05 -4.75 9.19
H -0.74 -5.79 -3.56
H -3.25 -3.54 -2.34
C 1.27 -5.47 6.09
C 6.53 -3.05 -1.87
H -4.38 -1.55 0.00
H 2.73 -1.55 6.81
H -3.64 -3.01 -5.70
H -4.52 -4.32 -4.29
H 2.84 -6.56 10.04
C 2.25 8.37 3.20
H -9.04 3.52 -5.86
C -0.90 -4.99 -4.30
H 6.33 -0.83 0.16
C -8.03 6.48 -7.29
C 1.74 -3.65 2.26
H -6.08 4.13 -1.28
P 6.59 -2.15 2.43
H 0.55 -5.49 5.27
C -3.73 -0.77 -0.40
H 1.04 -5.45 -5.14
H 1.98 -6.82 8.53
C 1.99 -3.62 -1.01
C 5.55 -0.83 3.32
H -2.43 -1.95 -6.40
C -9.41 4.30 -5.19
H 7.38 -2.35 -2.26
H -2.89 0.89 -4.20
H 8.19 0.24 2.70
H 1.05 -4.85 9.63
C -4.50 0.53 -0.55
C -7.33 6.64 -5.95
C -3.61 1.21 -3.44
H -1.46 -5.44 -5.13
H -0.31 -5.76 -0.82
H 4.26 -2.13 6.15
H 0.01 -4.51 7.54
H -2.89 -0.66 0.30
C -0.15 -4.59 1.02
H 2.74 -2.75 5.50
H 1.21 -3.88 3.20
C 3.29 -3.56 7.45
H 2.48 -3.93 -1.93
H 2.96 6.78 0.90
H -9.99 5.02 -5.77
H 2.45 -2.68 -0.71
H -9.10 6.33 -7.18
H 0.73 -3.43 6.39
H -7.62 5.66 -7.88
H 4.13 8.25 4.23
H 5.38 8.59 0.36
H 1.81 8.24 2.21
H -2.15 -3.69 -6.40
H -10.11 3.82 -4.50
C 3.77 8.26 3.19
C 0.96 -4.30 7.02
H -4.43 3.90 -6.62
H -1.75 -5.77 0.19
H -0.46 -3.66 0.52
H 5.07 5.19 2.64
Cl 7.82 -4.43 0.30
C -6.37 4.35 -5.78
H 2.26 -1.81 1.22
H -3.57 -5.82 -4.38
H -5.32 0.38 -1.27
H -0.66 -4.61 1.99
C 7.38 1.03 2.40
C 0.48 -4.57 -4.79
H -7.95 4.25 -3.64
H 1.73 -1.59 2.87
H 7.31 1.07 1.21
H 3.93 -3.20 8.27
H 3.80 -4.42 7.02
N -7.12 5.43 -5.14
H 2.51 5.05 2.31
C 3.03 5.12 3.27
H -8.72 5.80 -3.82
H 4.38 -1.00 3.17
C -0.66 -5.78 0.22
H 1.80 7.64 3.88
*
```

=====

6.
Entry from the OMol25 dataset: 2 unconnected molecules or ions with the total composition C2H8NS (ωB97M-V/def2-TZVPD).

Results
* E_tot: -533.96347 a.u.
* maximum force: 1.225 eV Å⁻¹
* energy relative to the best compared isomer or geometry (same formula, charge and spin): 20.0 kJ/mol

ORCA input file:
```
! RIJCOSX wB97M-V def2-TZVPD def2/J DEFGRID3
* xyz -1 1
H -1.39 0.84 1.27
S 1.63 1.64 -0.89
H 2.39 1.66 0.23
H -0.36 0.38 0.19
H -0.63 -3.21 0.27
C -0.98 -2.22 -0.01
C -1.20 -1.19 1.11
H -2.19 -1.37 1.57
N -1.30 0.14 0.53
H -0.34 -1.68 -0.71
H -1.93 -2.44 -0.50
H -0.37 -1.36 1.81
*
```